Here is a molecular structure, C27H48ClOPRu in a non-equilibrium geometry from OMol25. Energies are from wB97M-V/def2-TZVPD.

```
! wB97M-V def2-TZVPD RIJCOSX def2/J DEFGRID3
* xyz -1 6
Ru 0.539 0.356 2.118
P -0.041 0.516 -0.291
Cl 2.736 1.252 2.401
C -0.474 1.908 2.087
H -0.401 2.300 3.139
H -1.570 1.719 2.050
C 1.250 -0.448 -1.258
C 0.001 2.295 -0.879
C 2.627 0.208 -1.118
H 1.274 -1.403 -0.697
C 3.739 -0.747 -1.579
H 2.669 1.129 -1.721
H 2.810 0.506 -0.075
C 3.513 -1.273 -3.000
H 4.702 -0.224 -1.521
H 3.783 -1.580 -0.864
C 2.083 -1.775 -3.235
H 3.736 -0.470 -3.716
H 4.226 -2.081 -3.204
C 1.000 -0.800 -2.735
H 1.938 -1.980 -4.304
H 1.957 -2.732 -2.711
H 1.025 0.109 -3.356
H 0.015 -1.258 -2.888
C -1.752 -0.064 -0.891
C 0.416 2.566 -2.336
H -1.056 2.590 -0.761
C 0.231 4.051 -2.683
H 1.474 2.304 -2.474
H -0.155 1.953 -3.047
C 0.951 4.993 -1.707
H 0.595 4.240 -3.701
H -0.841 4.288 -2.679
C 0.651 4.665 -0.249
H 2.034 4.922 -1.869
H 0.662 6.031 -1.909
C 0.826 3.173 0.056
H 1.300 5.243 0.422
H -0.385 4.943 -0.008
H 1.889 2.894 -0.005
H 0.499 3.021 1.112
C -1.912 -1.593 -0.828
H -2.403 0.381 -0.115
C -3.315 -2.086 -1.219
H -1.167 -2.074 -1.478
H -1.711 -1.950 0.188
C -3.822 -1.514 -2.548
H -3.310 -3.182 -1.269
H -4.019 -1.807 -0.424
C -3.662 0.009 -2.613
H -3.273 -1.977 -3.378
H -4.877 -1.782 -2.683
C -2.243 0.489 -2.249
H -3.929 0.362 -3.618
H -4.375 0.469 -1.917
H -1.557 0.184 -3.054
H -2.252 1.587 -2.249
C -0.336 -1.809 2.466
C -0.398 -0.831 3.417
H -0.360 -1.661 1.376
C -1.812 -0.661 3.983
H 0.326 -0.630 4.263
C -2.017 -2.010 4.695
H -1.754 0.210 4.665
H -2.541 -0.413 3.170
C -1.773 -3.207 3.730
H -1.274 -2.028 5.502
H -3.022 -2.071 5.107
C -0.365 -3.155 3.068
H -2.062 -4.139 4.256
H -2.509 -3.063 2.928
H 0.405 -3.299 3.844
H -0.216 -4.045 2.434
C 2.836 -1.657 3.888
C 2.456 -1.376 2.485
O 2.974 -1.835 1.501
H 1.985 -1.494 4.545
H 3.641 -0.993 4.203
H 3.167 -2.693 4.010
*
```

Calculated values
- ΔE to the lowest compared entry with this formula, charge and spin: 7.2 kcal per mole
- F_max: 5.4 eV/A
- Expectation value of S²: 8.78
- HOMO level (alpha / beta): -2.17 / -2.53 eV
- Energy: -2029.0350 hartree

Here is a molecular structure, C27H48F8O9Si2 in a non-equilibrium geometry from OMol25. Energies are from wB97M-V/def2-TZVPD.

```
! wB97M-V def2-TZVPD RIJCOSX def2/J DEFGRID3
* xyz 0 1
C 2.220 -0.828 0.963
C 2.504 -0.001 -0.461
O 1.195 0.336 -1.078
C 1.231 1.766 -1.421
Si -0.010 2.328 -2.773
O -1.661 1.786 -2.578
Si -2.382 2.409 -1.059
C -1.709 1.266 0.332
C -2.597 1.211 1.706
O -4.000 0.804 1.537
C -4.906 1.743 2.272
O -6.190 1.970 1.906
C -4.315 2.190 -1.346
C -4.619 0.597 -1.744
C -6.050 0.052 -1.096
F -7.351 0.777 -1.304
C -6.052 -1.244 -0.309
F -5.164 -2.370 -0.705
F -6.898 -1.443 0.910
C -2.113 4.293 -0.790
F -0.796 4.557 -0.100
F -2.115 5.101 -2.069
C -3.252 5.029 0.159
F -4.559 5.249 -0.564
F -3.412 4.429 1.501
F -2.719 6.423 0.395
H 1.288 -1.526 0.758
H 3.173 -1.418 1.310
H 1.906 0.001 1.752
H 3.142 0.933 -0.153
H 3.060 -0.702 -1.222
H 1.021 2.444 -0.461
H 2.313 2.107 -1.793
H 0.484 1.842 -4.084
H -0.057 3.805 -2.920
H -1.717 0.157 -0.113
H -0.590 1.505 0.671
H -2.460 2.212 2.339
H -2.097 0.368 2.389
H -4.512 2.387 3.195
H -4.937 2.541 -0.415
H -4.588 2.817 -2.317
H -4.730 0.459 -2.923
H -3.755 -0.127 -1.395
C -9.659 4.845 -1.362
C -8.404 5.459 -1.924
O -8.312 5.742 -3.118
C -7.268 5.712 -0.970
H -10.393 4.720 -2.165
H -9.434 3.863 -0.937
H -10.084 5.502 -0.599
H -6.937 4.769 -0.528
H -7.587 6.407 -0.189
H -6.429 6.157 -1.515
C 3.740 -4.618 2.889
C 4.631 -3.947 1.877
O 4.477 -2.765 1.576
C 5.716 -4.779 1.249
H 3.003 -3.898 3.258
H 3.210 -5.452 2.422
H 4.337 -4.972 3.733
H 5.274 -5.620 0.709
H 6.402 -5.140 2.020
H 6.280 -4.164 0.539
C 9.894 -5.040 -0.281
C 8.985 -6.072 -0.893
O 7.935 -5.751 -1.447
C 9.409 -7.514 -0.799
H 9.461 -4.045 -0.424
H 9.999 -5.226 0.791
H 10.872 -5.070 -0.770
H 9.493 -7.809 0.250
H 10.365 -7.654 -1.311
H 8.657 -8.146 -1.283
C 5.643 -7.232 -3.016
C 4.501 -7.974 -2.375
O 4.689 -8.754 -1.442
C 3.119 -7.726 -2.918
H 6.579 -7.510 -2.521
H 5.713 -7.500 -4.073
H 5.495 -6.155 -2.905
H 3.077 -8.015 -3.971
H 2.859 -6.670 -2.803
H 2.395 -8.328 -2.360
C -0.560 6.078 3.006
C -0.897 5.975 4.470
O -0.102 5.497 5.276
C -2.245 6.481 4.908
H 0.444 5.674 2.836
H -1.275 5.496 2.419
H -0.574 7.125 2.694
H -3.035 5.918 4.406
H -2.334 7.547 4.681
H -2.350 6.344 5.990
*
```

Calculated values
- F_max: 9.3 eV/A
- HOMO level: -9.30 eV
- Energy: -3112.3030 hartree

Here is a molecular structure, C27H49AlF2NO2Si2 in a non-equilibrium geometry from OMol25. Energies are from wB97M-V/def2-TZVPD.

```
! wB97M-V def2-TZVPD RIJCOSX def2/J DEFGRID3
* xyz 1 1
O 0.586 2.232 -1.958
O -5.290 1.096 -0.536
C 0.527 3.249 -0.926
C 1.217 4.549 -1.299
H 1.037 2.789 -0.062
H -0.535 3.438 -0.659
H 2.301 4.457 -1.278
H 0.993 5.321 -0.552
H 0.962 4.903 -2.300
C -0.721 1.683 -2.273
C -1.913 2.632 -2.389
H -0.926 0.983 -1.460
H -0.608 1.134 -3.213
H -2.518 2.669 -1.472
H -2.580 2.222 -3.162
H -1.700 3.661 -2.706
C -4.841 -0.241 -0.731
C -5.329 1.438 0.850
C -4.722 -0.526 -2.224
H -5.550 -0.968 -0.272
H -3.836 -0.412 -0.267
H -5.641 -0.267 -2.764
H -4.512 -1.589 -2.376
H -3.889 0.041 -2.659
C -5.939 2.822 1.016
H -4.298 1.473 1.286
H -5.923 0.702 1.445
H -5.364 3.568 0.460
H -5.915 3.086 2.076
H -6.977 2.847 0.672
H -0.631 -0.510 2.049
Al 2.191 0.112 -1.006
C -1.190 0.196 2.623
Si -1.087 -0.744 4.212
H -0.659 1.152 2.626
H -2.135 0.237 2.085
C -1.850 0.381 5.494
C 0.734 -1.111 4.468
C -2.122 -2.242 3.785
C 2.956 0.586 -2.676
Si 2.299 -0.841 -3.742
H 4.059 0.613 -2.609
H 2.615 1.587 -3.018
C 2.296 -0.220 -5.505
C 0.539 -1.392 -3.332
C 3.381 -2.330 -3.378
H -3.001 -1.958 3.179
H -2.438 -2.723 4.717
H -1.552 -2.974 3.196
H -1.276 1.319 5.588
H -1.850 -0.167 6.446
H -2.886 0.634 5.207
H 1.384 -0.235 4.287
H 1.090 -1.922 3.807
H 0.857 -1.432 5.509
H -0.025 -1.432 -4.276
H -0.019 -0.731 -2.651
H 0.537 -2.396 -2.887
H 3.248 -3.092 -4.160
H 3.135 -2.788 -2.407
H 4.435 -2.019 -3.357
H 2.687 -0.968 -6.203
H 2.918 0.681 -5.559
H 1.279 0.045 -5.818
F -0.144 -4.839 -0.123
C 0.896 -3.948 0.079
C 0.721 -2.637 -0.363
C 1.773 -1.723 -0.233
C 2.877 -2.118 0.569
C 3.025 -3.479 0.963
F 4.204 -3.941 1.526
C 2.046 -4.415 0.698
C 3.712 -1.049 1.088
C 4.605 -1.148 2.138
C 5.128 -0.034 2.771
C 4.693 1.224 2.311
C 3.854 1.308 1.205
N 3.382 0.200 0.591
H -0.223 -2.367 -0.825
H 2.177 -5.452 0.990
H 4.893 -2.151 2.453
H 5.852 -0.138 3.573
H 5.031 2.126 2.808
H 3.487 2.273 0.814
*
```

Calculated values
- F_max: 2.0 eV/A
- HOMO level: -11.74 eV
- Energy: -2284.4053 hartree

Here is a molecular structure, C27H49Br2O22Zr in a non-equilibrium geometry from OMol25. Energies are from wB97M-V/def2-TZVPD.

```
! wB97M-V def2-TZVPD RIJCOSX def2/J DEFGRID3
* xyz 3 1
Zr -0.617 3.589 -1.088
C 0.444 0.584 0.371
O 0.162 1.835 -0.178
H 0.359 0.524 1.458
H -0.196 -0.209 -0.041
H 1.456 0.314 0.048
C 6.330 0.885 2.992
C 5.350 0.518 1.919
C 4.407 1.575 1.314
O 4.428 1.235 -0.083
C 5.366 0.286 -0.315
O 5.520 -0.256 -1.361
O 6.051 -0.017 0.796
H 6.960 0.020 3.223
H 5.918 1.159 3.963
H 7.106 1.599 2.705
H 4.745 -0.342 2.235
H 4.625 2.628 1.481
H 3.457 1.325 1.793
C -2.753 -1.440 -0.775
C -4.075 -1.928 -1.281
C -5.366 -1.426 -0.607
O -6.235 -1.220 -1.723
C -5.548 -1.247 -2.872
O -5.985 -0.976 -3.936
O -4.254 -1.573 -2.642
H -1.879 -1.821 -1.300
H -2.603 -1.809 0.243
H -2.734 -0.352 -0.847
H -4.072 -3.021 -1.196
H -5.156 -0.446 -0.171
H -5.717 -2.142 0.127
C 1.335 -2.476 2.409
C 0.982 -3.808 3.043
C -0.395 -4.404 2.651
O -0.113 -5.757 2.391
C 1.215 -5.934 2.201
O 1.747 -6.958 1.926
O 1.853 -4.771 2.467
H 2.421 -2.353 2.413
H 0.946 -1.568 2.870
H 1.000 -2.639 1.380
H 1.105 -3.751 4.127
H -0.946 -3.806 1.926
H -0.939 -4.344 3.598
Br 1.275 -2.932 -1.538
C 3.096 -2.269 -1.139
C 3.974 -3.386 -0.590
Br 4.059 -4.930 -1.778
H 3.086 -1.434 -0.439
H 3.586 -1.948 -2.055
H 3.748 -3.799 0.388
H 4.952 -2.896 -0.564
C -2.794 5.499 2.454
O -1.655 4.904 3.059
C -0.672 4.415 2.376
O -0.636 4.206 1.145
O 0.311 4.220 3.184
C 1.569 3.712 2.746
H -3.653 5.370 3.113
H -3.145 4.953 1.572
H -2.626 6.567 2.329
H 2.279 3.899 3.545
H 1.912 4.176 1.821
H 1.579 2.636 2.562
C -4.689 -3.464 3.377
O -3.656 -2.488 3.179
C -3.988 -1.235 2.906
O -5.087 -0.744 2.943
O -2.882 -0.586 2.574
C -2.904 0.775 2.305
H -5.462 -3.114 4.058
H -4.233 -4.379 3.736
H -5.150 -3.613 2.398
H -3.796 1.333 2.604
H -2.935 0.999 1.231
H -2.050 1.310 2.719
C 1.470 5.100 -4.674
O 1.676 3.708 -4.878
C 1.555 2.880 -3.886
O 0.938 3.055 -2.823
O 2.234 1.811 -4.169
C 2.579 0.847 -3.184
H 0.546 5.497 -5.101
H 2.243 5.625 -5.233
H 1.512 5.405 -3.627
H 2.511 -0.168 -3.558
H 2.038 0.923 -2.237
H 3.605 1.022 -2.849
C -0.325 -1.144 -4.157
O -0.468 -0.066 -3.226
C -1.459 0.770 -3.251
O -1.485 1.755 -2.490
O -2.356 0.462 -4.132
C -3.532 1.258 -4.270
H -0.147 -0.770 -5.166
H -1.194 -1.802 -4.203
H 0.512 -1.763 -3.842
H -3.296 2.181 -4.808
H -3.934 1.607 -3.316
H -4.344 0.765 -4.797
*
```

Calculated values
- F_max: 10.6 eV/A
- HOMO level: -15.25 eV
- Energy: -7907.4892 hartree

Here is a molecular structure, C27H49CaN7O2Si3 from OMol25. Energies are from wB97M-V/def2-TZVPD.

```
! wB97M-V def2-TZVPD RIJCOSX def2/J DEFGRID3
* xyz 0 1
Ca 0.208 0.399 0.237
C 3.727 -0.167 0.750
O 2.418 -0.526 0.369
Si 2.032 -2.125 -0.220
C 2.805 -2.193 -1.936
C 3.115 -3.301 0.767
C 0.248 -2.196 -0.108
Si -0.409 -2.724 1.536
C -0.489 -4.589 1.810
C -2.150 -2.029 1.860
C 0.617 -2.087 2.989
Si -0.612 -3.051 -1.496
C 0.099 -4.753 -1.903
C -0.662 -2.128 -3.147
C -2.453 -3.327 -1.179
H 4.447 -0.385 -0.045
H 4.027 -0.703 1.654
H 3.750 0.904 0.963
H 3.790 -1.718 -1.904
H 2.222 -1.713 -2.714
H 2.973 -3.226 -2.236
H 4.167 -3.180 0.499
H 2.832 -4.319 0.495
H 3.032 -3.211 1.845
H -1.104 -5.114 1.081
H -0.900 -4.796 2.800
H 0.512 -5.020 1.771
H -2.890 -2.823 1.956
H -2.494 -1.371 1.064
H -2.161 -1.452 2.786
H 1.534 -2.650 3.141
H 0.025 -2.185 3.901
H 0.876 -1.035 2.890
H 1.118 -4.682 -2.280
H -0.494 -5.251 -2.671
H 0.120 -5.395 -1.023
H 0.294 -1.769 -3.521
H -1.343 -1.278 -3.089
H -1.075 -2.804 -3.899
H -2.686 -3.941 -0.313
H -2.873 -3.824 -2.056
H -2.974 -2.378 -1.059
N -2.921 1.544 1.140
C -2.964 1.388 -0.181
N -4.141 1.506 -0.802
C -4.075 1.489 -2.127
N -5.227 1.571 -2.813
N -2.943 1.428 -2.860
C -1.848 1.252 -2.146
N -1.779 1.172 -0.818
C -0.558 1.184 -2.913
C -0.565 1.394 -4.284
C 0.641 1.358 -4.965
C 1.803 1.119 -4.254
C 1.707 0.915 -2.885
N 0.558 0.944 -2.224
H -3.796 1.664 1.621
H -1.988 1.595 1.657
H -6.093 1.495 -2.310
H -5.208 1.444 -3.808
H -1.504 1.572 -4.783
H 0.669 1.516 -6.035
H 2.768 1.080 -4.738
H 2.588 0.707 -2.291
C -0.453 3.351 3.281
C -0.023 1.880 3.319
C 1.479 1.815 3.607
C -0.796 1.149 4.417
O -0.292 1.292 2.082
H -0.352 3.839 4.253
H -1.496 3.422 2.969
H 0.148 3.903 2.559
H 1.740 2.338 4.531
H 2.030 2.287 2.789
H 1.821 0.785 3.698
H -0.575 1.544 5.411
H -0.551 0.089 4.406
H -1.872 1.250 4.255
C 1.215 5.856 0.305
C 2.242 4.928 0.247
C 1.920 3.608 -0.031
N 0.678 3.177 -0.231
C -0.298 4.076 -0.164
C -0.083 5.422 0.090
H 1.422 6.897 0.517
H 3.271 5.211 0.415
H 2.704 2.860 -0.094
H -1.303 3.697 -0.308
H -0.919 6.104 0.129
*
```

Calculated values
- ΔE to the lowest compared entry with this formula, charge and spin: 2.1 kcal per mole
- F_max: 0.9 eV/A
- HOMO level: -7.21 eV
- Energy: -3138.4317 hartree